1.
{
  "formula": "C19H28NO3PW",
  "method": "the ωB97M-V functional and the def2-TZVPD basis",
  "species": ["W", "C", "O", "C", "O", "C", "O", "C", "P", "H", "H", "C", "H", "C", "H", "H", "H", "C", "H", "C", "H", "H", "C", "H", "H", "H", "C", "H", "H", "H", "C", "H", "H", "H", "C", "H", "H", "H", "H", "H", "N", "C", "C", "C", "C", "C", "C", "C", "H", "H", "H", "H", "H"],
  "positions_angstrom": [[0.08335, 0.29266, 0.43754], [1.93518, 0.35271, -0.50091], [3.01497, 0.37134, -0.96767], [0.24048, -1.65895, 0.00240], [0.33067, -2.81845, -0.09929], [-1.55831, -0.55917, 1.17520], [-2.43355, -1.16102, 1.66306], [0.19973, -0.04626, -3.33354], [-0.80478, 0.24180, -1.83659], [-1.84226, 2.32454, -2.43408], [1.11086, 0.55694, -3.15532], [-2.51446, -0.31639, -2.22338], [-2.59018, 0.05492, -3.25175], [-0.47723, 0.42268, -4.62743], [-0.80141, 1.46456, -4.56145], [-1.32492, -0.21611, -4.91596], [0.29016, 0.37221, -5.40978], [0.62714, -1.51374, -3.46406], [-0.23907, -2.19474, -3.52767], [-1.43650, 2.39822, -0.32058], [1.21814, -1.80691, -2.58405], [1.24159, -1.60055, -4.37777], [0.27753, 2.80437, -2.20277], [-0.55498, 2.18474, 0.27400], [-1.57683, 3.47971, -0.23125], [-2.28355, 1.79604, 0.05716], [-1.01263, 2.08531, -1.74429], [0.24903, 3.81716, -1.78763], [0.29683, 2.92791, -3.29720], [1.22622, 2.33243, -1.88434], [-3.64674, 0.34789, -1.42501], [-3.60419, 0.04433, -0.37053], [-4.57454, -0.03244, -1.88752], [-3.64451, 1.44798, -1.49996], [-2.68749, -1.82510, -2.23873], [-2.45789, -2.25097, -1.25931], [-2.02948, -2.31769, -2.95753], [-3.73442, -2.01830, -2.50450], [0.82122, 2.71500, 1.15107], [0.89392, 2.04233, 1.57552], [1.08462, 0.05874, 2.25751], [1.51740, -0.35782, 3.27676], [2.14341, -0.79686, 4.48188], [2.63069, 0.14469, 5.42066], [3.22931, -0.27354, 6.62728], [3.36791, -1.65000, 6.89106], [2.85963, -2.58489, 5.99678], [2.25872, -2.18633, 4.79382], [2.52469, 1.22422, 5.21667], [3.54426, 0.46158, 7.35654], [3.83832, -1.95670, 7.84974], [2.90264, -3.65620, 6.25947], [1.87132, -2.96790, 4.11775]],
  "forces_ev_per_angstrom": [[0.950, 1.236, 0.336], [6.979, 1.691, -3.396], [-5.699, -0.555, 2.464], [0.885, -6.382, -0.360], [-0.438, 5.072, 0.236], [-6.511, -2.042, 3.460], [3.874, 2.228, -2.157], [0.922, -0.556, -0.059], [-1.254, 0.179, -2.787], [0.274, -0.249, 0.130], [-0.350, -0.171, -0.170], [-0.447, -0.129, 0.286], [0.183, 0.083, -0.049], [-0.209, 0.320, 0.174], [-0.112, -0.118, -0.181], [0.353, 0.182, 0.034], [-0.226, -0.040, 0.088], [-0.020, -0.151, 0.216], [0.579, 0.303, -0.213], [-0.862, -0.333, -0.623], [0.119, -0.169, -0.367], [-0.234, -0.188, 0.514], [-0.293, 0.376, 0.006], [0.563, 0.551, 0.821], [-0.105, -0.113, 0.594], [0.212, 0.881, -0.313], [0.433, -0.130, -0.579], [0.129, -0.009, -0.058], [0.077, -0.184, 0.461], [-0.499, 0.264, -0.105], [0.238, 0.102, -0.170], [-0.378, 0.065, -0.237], [0.234, 0.290, 0.463], [-0.201, -0.516, -0.009], [0.221, -0.172, -0.120], [-0.328, -0.137, 0.083], [-0.353, 0.028, 0.016], [0.330, -0.286, 0.137], [0.296, -1.131, 0.724], [0.087, 1.300, -0.355], [1.206, -2.576, 3.225], [-0.448, 1.100, -2.246], [0.187, -0.266, 0.821], [-1.010, 0.811, -1.928], [0.397, -1.389, 0.881], [0.299, 0.202, 0.787], [0.800, -0.606, 1.738], [-0.895, 0.650, -1.623], [0.119, -0.583, 0.151], [0.085, 0.102, 0.027], [-0.372, 0.087, -0.805], [-0.001, 0.564, -0.268], [0.217, 0.511, 0.308]],
  "total_charge": 4,
  "orbital_gap_ev": [6.075, 5.366],
  "spin_multiplicity": 3,
  "s_squared": 2.0412,
  "lumo_ev": [-16.1, -16.9],
  "homo_energy_ev": [-22.2, -22.3]
}

=====

2.
{
  "formula": "C19H28O11P2",
  "method": "the ωB97M-V functional and the def2-TZVPD basis",
  "species": ["C", "C", "O", "P", "O", "C", "C", "C", "P", "O", "C", "C", "H", "H", "H", "H", "H", "H", "H", "H", "H", "H", "H", "H", "H", "H", "H", "H", "H", "H", "H", "H", "C", "C", "C", "O", "C", "C", "C", "O", "O", "O", "H", "H", "H", "H", "C", "C", "C", "O", "C", "C", "C", "O", "O", "O", "H", "H", "H", "H"],
  "positions_angstrom": [[1.11007, 2.71519, -0.02126], [1.64033, 1.36782, 0.42227], [2.94879, 1.46314, 1.00737], [3.25397, 1.71409, 2.54559], [4.59947, 1.29829, 2.94813], [2.92175, 3.46816, 2.90136], [4.00448, 4.14038, 3.77003], [3.65105, 4.26895, 5.25404], [4.03439, 5.99941, 5.98331], [2.04458, 0.90546, 3.21741], [2.04233, 0.72516, 4.64848], [0.64603, 0.97513, 5.17233], [0.80409, 3.34073, 0.81879], [0.23585, 2.56645, -0.65868], [1.86107, 3.24709, -0.60757], [0.96143, 0.87990, 1.12106], [1.76632, 0.70799, -0.43734], [1.94938, 3.51098, 3.39977], [2.80343, 3.99146, 1.95125], [4.92878, 3.57186, 3.66504], [4.21458, 5.13301, 3.35044], [4.19773, 3.53833, 5.85958], [2.58250, 4.08802, 5.42478], [4.28238, 5.44573, 7.26841], [2.71761, 6.45114, 5.67625], [5.12057, 6.15540, 5.07019], [4.32616, 7.32904, 6.52200], [2.76963, 1.40515, 5.10178], [2.37804, -0.29192, 4.85167], [0.42546, 2.04190, 5.23753], [-0.08960, 0.50681, 4.51756], [0.53970, 0.55075, 6.17224], [-2.24368, 0.24467, -3.04149], [-2.09721, 0.60882, -1.75880], [-1.64667, -0.35958, -0.67690], [-1.52878, 0.11638, 0.44076], [-1.38718, -1.73106, -1.02706], [-1.53560, -2.10531, -2.30963], [-1.97174, -1.12634, -3.39653], [-2.06729, -1.57847, -4.52454], [-1.31690, -3.33519, -2.73178], [-2.32011, 1.82862, -1.30144], [-2.56169, 0.92930, -3.81449], [-1.07288, -2.41462, -0.25142], [-1.47625, -3.37262, -3.69929], [-2.13880, 1.78447, -0.33808], [-5.31800, -5.43258, -6.50038], [-5.14038, -6.73599, -6.24021], [-3.83216, -7.29048, -5.70303], [-3.80286, -8.49105, -5.50047], [-2.73014, -6.38465, -5.47029], [-2.90895, -5.08269, -5.73208], [-4.21937, -4.52426, -6.26080], [-4.25292, -3.32244, -6.44743], [-1.97188, -4.15976, -5.55528], [-6.06639, -7.66355, -6.41669], [-6.24654, -5.03210, -6.88121], [-1.79991, -6.78522, -5.09284], [-2.36513, -3.28743, -5.78230], [-5.65294, -8.50784, -6.14013]],
  "forces_ev_per_angstrom": [[-0.032, 0.003, -0.072], [-0.077, -0.113, -0.018], [0.055, 0.087, 0.118], [-0.161, -0.030, -0.052], [0.022, -0.033, -0.025], [-0.006, 0.019, 0.118], [-0.063, 0.009, -0.018], [0.031, -0.096, 0.072], [0.067, -0.057, 0.039], [0.058, 0.040, 0.027], [0.083, 0.074, -0.062], [-0.009, -0.007, 0.083], [0.060, -0.030, 0.010], [0.008, 0.012, 0.013], [-0.014, 0.003, 0.031], [0.010, 0.016, -0.012], [0.020, 0.039, 0.007], [-0.014, 0.068, -0.073], [0.090, -0.099, -0.039], [0.023, 0.084, -0.034], [-0.083, 0.007, 0.027], [0.008, -0.012, -0.059], [0.024, 0.029, 0.039], [-0.079, -0.011, 0.046], [0.032, 0.015, -0.097], [-0.022, 0.034, -0.029], [0.017, -0.008, -0.003], [-0.036, -0.042, 0.051], [-0.041, 0.002, -0.040], [-0.004, -0.016, -0.087], [0.021, -0.028, 0.037], [0.004, 0.025, -0.015], [0.006, 0.027, 0.033], [-0.007, -0.038, 0.034], [0.012, 0.062, 0.009], [-0.019, -0.007, 0.000], [0.015, -0.013, 0.009], [-0.034, 0.107, -0.076], [0.037, -0.199, -0.036], [0.005, 0.104, 0.052], [0.002, -0.015, -0.057], [-0.015, 0.038, -0.006], [0.003, 0.001, 0.003], [0.004, -0.018, -0.019], [0.002, 0.001, 0.060], [0.005, -0.016, -0.018], [-0.024, 0.015, -0.016], [0.049, -0.025, 0.024], [-0.034, -0.016, -0.010], [0.005, 0.019, -0.006], [0.049, -0.013, 0.018], [-0.035, 0.028, -0.037], [0.030, 0.026, 0.006], [-0.004, -0.015, 0.001], [0.006, -0.019, 0.067], [-0.022, 0.007, -0.004], [-0.003, -0.012, 0.003], [-0.001, 0.011, 0.002], [-0.033, -0.044, -0.016], [0.009, 0.019, -0.003]],
  "orbital_gap_ev": 6.606,
  "spin_multiplicity": 1,
  "lumo_ev": -1.7,
  "homo_energy_ev": -8.3
}

=====

3.
{
  "formula": "C19H29BN2O2Sn",
  "method": "the ωB97M-V functional and the def2-TZVPD basis",
  "species": ["C", "C", "H", "H", "H", "H", "H", "H", "C", "C", "C", "C", "H", "H", "H", "H", "N", "C", "C", "N", "C", "C", "C", "H", "H", "C", "H", "H", "Sn", "C", "H", "H", "H", "C", "C", "C", "O", "B", "O", "C", "C", "C", "H", "H", "H", "H", "H", "H", "H", "H", "H", "H", "H", "H"],
  "positions_angstrom": [[-1.67873, 1.78002, 1.48484], [-1.68592, -1.33598, 1.61306], [-0.70089, 2.18047, 1.78279], [-2.19245, 1.29009, 2.32539], [-2.30804, 2.56380, 1.03906], [-1.43396, -2.34481, 1.25042], [-1.08175, -1.07458, 2.48595], [-2.75386, -1.26714, 1.85497], [-0.95174, 2.84829, -1.69854], [-0.61177, 3.65289, -2.78720], [-0.38183, 3.03467, -4.01805], [-0.52107, 1.64751, -4.13480], [-1.16344, 3.26271, -0.71844], [-0.52853, 4.72286, -2.62577], [-0.09341, 3.63806, -4.87974], [-0.33927, 1.12181, -5.06753], [-1.01373, 1.49781, -1.80062], [-0.86536, 0.87231, -3.01198], [-1.00284, -0.59057, -3.03033], [-1.21768, -1.21116, -1.82779], [-1.39329, -2.55361, -1.75567], [-0.99010, -2.77222, -4.10957], [-1.26401, -3.37462, -2.87952], [-1.63109, -2.95709, -0.77870], [-1.37655, -4.44418, -2.74170], [-0.87139, -1.38147, -4.18768], [-0.66087, -0.86826, -5.12239], [-0.87283, -3.39360, -4.99908], [-1.46730, 0.16573, 0.00488], [-3.62840, 0.19238, -0.31879], [-4.01128, -0.82802, -0.40976], [-3.93131, 0.76729, -1.20052], [-4.04726, 0.65853, 0.57745], [1.13297, 0.86267, 3.40557], [2.07083, 0.53793, 2.24529], [3.37045, 1.23467, 2.52969], [1.50417, 1.07085, 1.02744], [0.72327, -0.00087, 0.61950], [1.16380, -1.24965, 0.96604], [2.19091, -0.99753, 1.94634], [3.52436, -1.36346, 1.28266], [1.96198, -1.90682, 3.12459], [1.06250, 1.95779, 3.47763], [1.54228, 0.48551, 4.35708], [0.11280, 0.46811, 3.26979], [3.16823, 2.29837, 2.71568], [3.81314, 0.79421, 3.43368], [4.06313, 1.12953, 1.68431], [4.36240, -1.22031, 1.97460], [3.47370, -2.41800, 1.00612], [3.68669, -0.76609, 0.37303], [0.95819, -1.76566, 3.55846], [2.06434, -2.94948, 2.79460], [2.72180, -1.70171, 3.89328]],
  "forces_ev_per_angstrom": [[0.072, 0.499, -0.341], [-0.614, -0.542, -0.409], [-0.429, 0.068, 0.055], [0.094, 0.384, -0.166], [0.022, 0.040, 0.479], [-0.066, 0.139, 0.486], [-0.083, -0.169, -0.176], [0.149, -0.298, 0.234], [0.339, -1.146, -0.743], [-0.124, -0.578, 0.210], [-0.047, -0.149, 0.193], [-0.085, -0.364, 0.425], [0.115, -0.145, -0.033], [-0.013, -0.139, -0.253], [-0.093, -0.255, 0.192], [-0.035, 0.411, 0.008], [-0.493, 0.742, -1.847], [0.493, 2.235, 0.839], [0.035, -2.292, 0.743], [-0.456, -0.655, -1.691], [0.454, 1.084, -0.911], [-0.016, 0.098, 0.222], [-0.001, 0.666, 0.314], [0.099, 0.130, 0.001], [0.010, 0.106, -0.262], [-0.011, 0.407, 0.401], [-0.098, -0.408, 0.035], [-0.032, 0.286, 0.211], [0.031, 0.068, 3.218], [0.073, -0.056, -0.805], [-0.074, 0.078, -0.023], [-0.147, -0.041, 0.067], [0.075, -0.080, -0.117], [-0.348, 0.047, 0.264], [0.189, -0.067, 0.452], [0.558, 0.012, -0.089], [-0.273, -0.931, 0.702], [-0.658, 0.325, -2.637], [0.264, 0.715, 0.785], [0.933, -0.148, -0.258], [-0.064, 0.195, -0.008], [-0.194, -0.062, 0.516], [-0.093, -0.319, 0.008], [-0.158, 0.103, -0.321], [0.424, 0.104, 0.028], [0.165, -0.277, -0.085], [0.097, 0.194, -0.199], [-0.105, 0.145, 0.322], [-0.088, -0.042, -0.175], [0.072, 0.053, -0.063], [-0.016, -0.163, 0.295], [0.430, -0.108, -0.172], [-0.062, 0.250, 0.152], [-0.212, -0.150, -0.074]],
  "orbital_gap_ev": 5.185,
  "spin_multiplicity": 1,
  "lumo_ev": -0.9,
  "homo_energy_ev": -6.0
}

=====

4.
{
  "formula": "C19H29Cl2NO2Ru",
  "method": "the ωB97M-V functional and the def2-TZVPD basis",
  "species": ["C", "C", "C", "C", "C", "C", "C", "C", "C", "C", "Ru", "Cl", "Cl", "O", "H", "H", "H", "H", "H", "H", "H", "H", "H", "H", "H", "H", "H", "H", "H", "H", "O", "H", "C", "N", "C", "C", "C", "C", "C", "C", "C", "C", "H", "H", "H", "H", "H", "H", "H", "H", "H", "H", "H", "H"],
  "positions_angstrom": [[0.48693, -0.93525, -1.62411], [1.28905, 0.15488, -2.13627], [0.44908, 1.28757, -2.31894], [2.72610, 0.11869, -2.43968], [-0.87934, 0.93401, -1.97176], [-0.88839, -0.44113, -1.54135], [-2.08117, -1.31553, -1.63039], [0.81262, -2.37148, -1.80795], [0.91154, 2.64404, -2.72250], [-2.06872, 1.78412, -2.15875], [0.22430, -0.06664, 0.42591], [1.37357, 1.74910, 0.52061], [2.22594, -1.23341, 0.79774], [-1.55529, 0.47537, 0.90212], [3.12463, -0.89231, -2.28595], [3.29368, 0.80553, -1.79624], [2.91413, 0.40809, -3.48431], [1.81544, 2.93764, -2.17174], [0.13381, 3.39248, -2.52460], [1.15087, 2.67640, -3.79311], [-1.89803, 2.80677, -1.78131], [-2.93400, 1.36146, -1.63209], [-2.33776, 1.87409, -3.22389], [-2.95285, -0.80513, -1.20653], [-1.90361, -2.23300, -1.06404], [-2.30800, -1.56746, -2.67820], [1.87005, -2.55084, -1.58736], [0.60675, -2.68872, -2.84335], [0.20935, -2.96972, -1.12373], [-1.81300, 1.27725, 0.39474], [-0.86518, -2.53954, 1.06877], [-1.64000, -1.90706, 1.28103], [-2.71616, 2.31541, 3.25788], [-1.47976, 2.94789, 3.55215], [-1.39697, 3.78863, 4.70878], [-0.27018, 2.52949, 2.89910], [0.27599, 1.24010, 3.43030], [0.82397, 1.28808, 4.73195], [1.09616, 0.10748, 5.41420], [0.84029, -1.11746, 4.78423], [0.40792, -1.13691, 3.44054], [0.27020, 0.04228, 2.73209], [-3.49948, 2.81173, 3.83967], [-2.69860, 1.23602, 3.48264], [-2.94899, 2.42119, 2.17943], [-1.26390, 3.20108, 5.62935], [-0.54196, 4.47561, 4.59864], [-2.32612, 4.35301, 4.78638], [-0.51653, 2.46518, 1.83652], [0.46977, 3.33321, 3.05732], [1.00499, 2.26129, 5.18816], [1.48186, 0.16356, 6.43809], [0.98211, -2.05464, 5.33493], [0.20246, -2.07619, 2.92135]],
  "forces_ev_per_angstrom": [[-1.172, 1.112, -1.468], [-1.675, 0.350, -0.167], [-0.178, -1.087, 0.035], [0.729, -0.187, 0.064], [1.342, -0.895, -0.313], [1.542, 0.179, -1.382], [-0.299, -0.195, 0.455], [0.216, -0.392, 0.205], [0.061, 0.136, 0.016], [-0.506, 0.486, 0.221], [-1.843, -4.137, 2.698], [2.788, 4.454, 0.017], [0.992, -0.711, 0.096], [-2.051, 1.662, -0.012], [0.005, 0.280, -0.007], [-0.032, -0.084, -0.009], [0.008, -0.004, 0.085], [-0.159, -0.047, -0.009], [0.187, -0.055, -0.060], [0.011, 0.092, -0.014], [-0.142, -0.179, -0.086], [0.099, 0.154, -0.109], [-0.025, 0.008, 0.152], [-0.023, -0.190, 0.027], [-0.123, 0.050, 0.112], [0.062, 0.072, 0.031], [-0.190, -0.108, -0.004], [0.010, 0.085, 0.066], [0.080, -0.058, 0.126], [0.191, -0.909, 0.238], [-1.661, 1.900, 0.103], [1.708, -1.568, -0.412], [-0.047, -0.390, -0.398], [0.032, 1.448, 0.340], [0.159, -0.678, -0.252], [-0.092, 0.451, -0.552], [0.853, 0.162, 0.525], [-0.580, -0.459, -0.359], [0.126, -0.025, 0.077], [-0.391, 0.179, -0.267], [0.716, -0.578, 1.008], [-0.337, -0.384, -1.273], [-0.080, -0.162, -0.069], [-0.219, 0.106, -0.049], [-0.044, -0.174, 0.353], [0.066, 0.217, 0.356], [-0.259, -0.109, 0.138], [-0.053, 0.267, 0.197], [0.349, -0.067, 0.275], [-0.145, -0.154, -0.257], [-0.103, -0.136, 0.070], [-0.026, -0.163, -0.297], [-0.047, 0.268, -0.213], [0.170, 0.168, -0.044]],
  "total_charge": -2,
  "orbital_gap_ev": [4.882, 5.926],
  "spin_multiplicity": 5,
  "s_squared": 6.0431,
  "lumo_ev": [5.1, 5.1],
  "homo_energy_ev": [0.2, -0.8]
}

=====

In order of appearance, max |F| = 7.9 0.2 3.2 5.3 eV/A.
In order of appearance, DFT total energy = -1427.86941 -2251.11316 -1240.50724 -1961.74904 Eh.